{"formula": "C4H7N3", "method": "the ωB97M-V functional and the def2-TZVPD basis", "elements": ["C", "C", "N", "C", "N", "C", "N", "H", "H", "H", "H", "H", "H", "H"], "coordinates": [[-0.903, 1.140, -0.482], [-1.063, -0.899, 0.424], [0.107, -0.943, 1.071], [1.195, -0.442, 0.307], [2.390, -0.679, 0.622], [0.636, 0.276, -0.921], [1.042, 0.249, -2.047], [-1.786, 0.899, -1.080], [-0.487, 2.052, -0.927], [-1.171, 1.417, 0.541], [-1.119, -1.353, -0.558], [-1.973, -0.840, 1.013], [0.126, -0.698, 2.055], [3.006, -0.178, -0.018]], "mulliken_charge": [-0.9767, -0.6736, -0.1007, 0.4579, -0.6733, 0.1856, -0.6315, 0.3030, 0.3664, 0.3558, 0.4153, 0.3771, 0.3051, 0.2896], "lumo_ev": [-0.49, -0.89], "energy_ev": -8726.815, "homo_ev": [-8.1, -7.3], "charge": 0, "homo_lumo_gap_ev": [7.596, 6.449], "e_above_lowest_kcal_mol": 112.2}


{"formula": "C3H4NO", "method": "the ωB97M-V functional and the def2-TZVPD basis", "elements": ["C", "C", "C", "N", "O", "H", "H", "H", "H"], "coordinates": [[-1.112, -0.487, 0.765], [2.215, -1.832, -0.284], [-0.400, 1.597, -0.436], [-0.824, 0.538, 0.122], [2.906, -2.642, -0.678], [-0.501, -0.610, 1.577], [-1.974, -0.895, 0.338], [-0.798, 2.575, -0.413], [0.488, 1.755, -0.991]], "mulliken_charge": [-0.1472, 0.1267, -0.0811, 0.0144, -0.1223, 0.3264, 0.3051, 0.2882, 0.2899], "lumo_ev": -5.98, "energy_ev": -6703.274, "homo_ev": -16.8, "charge": 1, "homo_lumo_gap_ev": 10.831, "e_above_lowest_kcal_mol": 32.2}


{"formula": "C11H13NO7S", "method": "the ωB97M-V functional and the def2-TZVPD basis", "elements": ["C", "C", "C", "O", "S", "O", "O", "C", "N", "C", "H", "H", "H", "H", "H", "H", "H", "H", "H", "H", "H", "C", "C", "C", "O", "C", "C", "C", "O", "O", "O", "H", "H"], "coordinates": [[1.460, 1.498, -0.899], [2.064, 0.274, -1.511], [1.144, -0.482, -2.682], [0.731, 0.446, -3.764], [-0.997, 0.496, -3.830], [-1.466, 0.553, -5.324], [-1.478, 1.965, -3.078], [-2.711, 1.727, -2.256], [-2.886, 0.225, -2.203], [-2.645, -0.350, -0.825], [1.686, 2.521, -1.426], [0.753, 1.339, 0.024], [3.088, -0.211, -1.211], [1.773, -1.393, -3.069], [0.183, -0.860, -2.127], [-2.636, 2.256, -1.213], [-3.623, 2.225, -2.833], [-3.782, -0.097, -2.631], [-3.619, -0.739, -0.289], [-2.090, 0.401, -0.082], [-1.965, -1.318, -0.986], [0.356, -0.179, 4.066], [0.340, -0.138, 2.722], [1.478, -0.926, 2.080], [1.615, -1.084, 0.863], [2.497, -1.542, 2.970], [2.520, -1.571, 4.314], [1.323, -0.874, 4.956], [1.103, -0.844, 6.170], [3.390, -2.097, 5.073], [-0.488, 0.456, 1.965], [-0.421, 0.344, 4.613], [3.303, -2.020, 2.425]], "mulliken_charge": [-0.5437, -0.1629, 0.1044, -0.3440, 0.6948, -0.6299, -0.3035, -0.1275, -0.2534, -0.6700, 0.1868, 0.2256, 0.2408, 0.2663, -0.0607, 0.2777, 0.2294, 0.1853, 0.2270, 0.2277, 0.1906, -0.7291, 0.3995, 0.6254, -0.6279, -0.7624, 0.3146, 0.4348, -0.7271, -0.8354, -0.7852, 0.3787, 0.3535], "lumo_ev": 4.25, "energy_ev": -38265.871, "homo_ev": -0.2, "charge": -2, "homo_lumo_gap_ev": 4.401}


{"formula": "H28O14", "method": "the ωB97M-V functional and the def2-TZVPD basis", "elements": ["O", "H", "H", "O", "H", "H", "O", "H", "H", "O", "H", "H", "O", "H", "H", "O", "H", "H", "O", "H", "H", "O", "H", "H", "O", "H", "H", "O", "H", "H", "O", "H", "H", "O", "H", "H", "O", "H", "H", "O", "H", "H"], "coordinates": [[-0.400, -2.798, 3.311], [0.413, -2.409, 2.920], [-0.179, -3.711, 3.474], [-1.556, 2.343, 1.922], [-2.459, 2.376, 1.739], [-1.293, 1.436, 1.638], [-1.249, -3.192, -2.098], [-1.338, -2.934, -1.199], [-0.726, -3.998, -2.006], [-0.681, 3.534, -0.709], [-0.082, 3.350, 0.025], [-1.244, 4.214, -0.237], [-0.435, 0.024, 0.550], [0.088, 0.399, -0.135], [-0.182, -0.907, 0.512], [-0.092, -2.780, 0.411], [0.700, -2.448, -0.053], [0.145, -3.613, 0.709], [-0.337, 1.282, -3.318], [-0.784, 1.967, -3.880], [-0.905, 1.405, -2.587], [0.962, -1.162, -1.950], [0.883, -0.902, -2.887], [0.437, -1.973, -1.973], [2.338, 0.399, 1.630], [2.604, 0.159, 0.754], [3.176, 0.577, 2.173], [-2.275, 1.405, -1.317], [-1.758, 2.047, -0.775], [-2.754, 1.897, -1.926], [1.503, 2.895, 0.995], [1.509, 2.087, 1.494], [1.726, 2.578, 0.114], [-2.662, -1.209, -0.422], [-1.970, -0.614, -0.122], [-2.750, -1.689, 0.413], [1.731, 1.719, -1.321], [2.299, 2.332, -1.735], [1.116, 1.594, -1.974], [1.943, -2.173, 2.443], [2.518, -2.254, 3.199], [2.023, -1.251, 2.202]], "mulliken_charge": [-0.6500, 0.4297, 0.2758, -0.6316, 0.2979, 0.2302, -0.6542, 0.3822, 0.3258, -0.6340, 0.3719, 0.3301, -0.0485, 0.2684, 0.0686, -0.6520, 0.2582, 0.2535, -0.6259, 0.3036, 0.3511, -0.5661, 0.2617, 0.3176, -0.7868, 0.3183, 0.2960, -0.6739, 0.3482, 0.2496, -0.7372, 0.3311, 0.4034, -0.6864, 0.3742, 0.3364, -0.5486, 0.2868, 0.1413, -0.6450, 0.3298, 0.3987], "lumo_ev": -0.11, "energy_ev": -29119.804, "homo_ev": -10.2, "charge": 0, "homo_lumo_gap_ev": 10.125, "e_above_lowest_kcal_mol": 42.6}


{"formula": "C32H35BrGeMnOTe4", "method": "the ωB97M-V functional and the def2-TZVPD basis", "elements": ["Mn", "C", "C", "C", "C", "C", "C", "C", "Br", "C", "O", "C", "C", "C", "C", "C", "C", "H", "H", "H", "H", "H", "H", "H", "H", "H", "H", "H", "H", "H", "H", "H", "H", "H", "H", "H", "H", "Te", "Te", "Te", "Te", "C", "C", "C", "C", "C", "C", "Ge", "C", "C", "C", "C", "C", "C", "C", "C", "C", "C", "C", "C", "H", "H", "H", "H", "H", "H", "H", "H", "H", "H", "H", "H", "H", "H", "H"], "coordinates": [[-1.206, 0.590, 0.819], [4.144, 5.558, -1.145], [4.329, 4.359, -0.122], [4.768, 4.981, 1.233], [5.238, 3.271, -0.652], [2.960, 3.732, -0.018], [2.763, 2.349, 0.127], [1.548, 1.788, -0.107], [1.409, -0.124, 0.182], [0.424, 2.602, -0.327], [-0.784, 2.070, -0.308], [0.545, 4.044, -0.467], [1.804, 4.567, -0.148], [-0.652, 4.935, -0.867], [-1.433, 5.216, 0.425], [-0.092, 6.232, -1.446], [-1.598, 4.219, -1.898], [5.095, 6.076, -1.169], [3.409, 6.197, -0.560], [3.759, 5.200, -2.167], [5.848, 5.025, 1.329], [4.251, 4.535, 2.085], [4.433, 6.046, 1.349], [6.189, 3.615, -1.061], [4.706, 2.739, -1.460], [5.378, 2.515, 0.098], [3.568, 1.726, 0.360], [1.934, 5.629, -0.043], [-0.937, 5.946, 1.021], [-1.500, 4.261, 0.946], [-2.473, 5.553, 0.122], [0.638, 6.729, -0.768], [-0.917, 6.961, -1.763], [0.498, 6.014, -2.346], [-2.154, 3.427, -1.371], [-0.992, 3.758, -2.689], [-2.234, 4.958, -2.440], [-2.805, -1.020, -1.065], [-4.157, 0.728, 0.939], [-3.874, -0.581, 3.507], [-1.183, -0.672, 3.448], [0.055, -4.630, -3.660], [-0.705, -5.503, -2.893], [-1.176, -5.067, -1.659], [-0.937, -3.716, -1.294], [-0.083, -2.856, -2.038], [0.250, -3.302, -3.304], [-1.620, -3.129, 0.507], [-3.363, -3.982, 0.728], [-3.979, -4.527, -0.388], [-5.266, -5.121, -0.227], [-5.942, -5.106, 1.011], [-5.358, -4.473, 2.082], [-4.057, -3.962, 1.945], [-0.289, -4.093, 1.726], [-0.743, -5.084, 2.679], [0.185, -5.830, 3.338], [1.542, -5.740, 2.978], [2.040, -4.747, 2.158], [1.086, -3.949, 1.514], [0.559, -5.013, -4.556], [-1.080, -6.393, -3.280], [-1.625, -5.699, -0.893], [0.018, -1.802, -1.777], [0.621, -2.602, -4.023], [-3.540, -4.460, -1.382], [-5.784, -5.610, -1.047], [-6.951, -5.545, 1.139], [-5.793, -4.369, 3.067], [-3.518, -3.531, 2.804], [-1.822, -5.147, 2.929], [-0.113, -6.484, 4.209], [2.176, -6.520, 3.321], [3.078, -4.605, 1.866], [1.485, -3.155, 0.837]], "mulliken_charge": [0.8962, -1.4169, 2.1942, -1.5392, -1.8816, -0.6066, -0.7199, -0.0562, -0.3761, 1.7436, -0.8976, -0.2832, -1.4041, 1.8243, -1.5932, -1.5984, -1.5879, 0.4821, 0.3988, 0.2383, 0.4267, 0.3176, 0.3512, 0.3827, 0.4299, 0.4247, 0.4930, 0.6156, 0.3686, 0.2934, 0.3734, 0.3384, 0.3440, 0.3727, 0.2251, 0.3408, 0.4180, -0.1263, -0.1182, -0.1192, -0.3086, -0.3952, -0.9448, -0.5377, 0.3614, -0.0409, -0.6882, 0.7296, 0.5822, -0.2435, -0.6626, -0.5193, -0.7775, -0.2321, 0.4997, -0.3575, -0.4379, -0.4644, -0.7280, -0.0424, 0.3400, 0.4391, 0.5597, 0.2058, 0.4335, 0.4319, 0.3835, 0.3359, 0.4133, 0.2583, 0.2361, 0.3129, 0.3895, 0.4040, 0.0955], "lumo_ev": [-1.63, -1.62], "energy_ev": -222849.888, "multiplicity": 6, "homo_ev": [-7.2, -7.2], "s2": 8.7648, "charge": 0, "homo_lumo_gap_ev": [5.551, 5.601], "e_above_lowest_kcal_mol": 26.1}


{"formula": "C32H24KN3O6PS2", "method": "the ωB97M-V functional and the def2-TZVPD basis", "elements": ["K", "C", "C", "N", "C", "C", "S", "C", "C", "S", "C", "N", "C", "H", "H", "H", "H", "H", "H", "H", "H", "O", "N", "C", "C", "C", "C", "C", "C", "C", "P", "C", "C", "C", "C", "C", "C", "C", "C", "C", "C", "C", "C", "H", "H", "H", "H", "H", "H", "H", "H", "H", "H", "H", "H", "H", "H", "H", "H", "O", "C", "C", "O", "C", "C", "O", "C", "O", "O"], "coordinates": [[-0.637, 0.207, 0.125], [1.357, 3.332, 0.757], [0.454, 3.468, -0.401], [-0.113, 2.483, -0.988], [-0.926, 2.863, -2.013], [-0.959, 4.211, -2.228], [0.045, 5.024, -1.098], [-1.678, 1.843, -2.706], [-2.589, 2.030, -3.708], [-3.268, 0.529, -4.183], [-2.265, -0.265, -2.983], [-1.516, 0.545, -2.328], [-2.322, -1.717, -2.771], [1.394, 2.283, 1.048], [0.985, 3.916, 1.596], [2.363, 3.671, 0.514], [-1.508, 4.763, -2.963], [-2.895, 2.942, -4.177], [-2.907, -2.209, -3.542], [-2.777, -1.898, -1.789], [-1.314, -2.125, -2.731], [0.045, -2.027, -0.304], [0.668, -2.255, 0.879], [0.071, -2.973, 1.751], [0.652, -2.975, 3.063], [0.453, -3.977, 4.010], [1.024, -3.868, 5.261], [1.780, -2.750, 5.586], [1.958, -1.737, 4.661], [1.390, -1.827, 3.395], [1.534, -0.555, 2.106], [2.095, 0.816, 3.213], [1.144, 1.272, 4.127], [1.393, 2.378, 4.915], [2.591, 3.065, 4.787], [3.529, 2.639, 3.862], [3.283, 1.527, 3.075], [3.171, -1.047, 1.406], [3.350, -0.761, 0.058], [4.541, -1.055, -0.578], [5.572, -1.650, 0.129], [5.399, -1.956, 1.469], [4.206, -1.655, 2.107], [-0.959, -2.064, -0.105], [-0.882, -3.464, 1.570], [-0.138, -4.846, 3.759], [0.879, -4.652, 5.989], [2.226, -2.668, 6.567], [2.534, -0.863, 4.930], [0.203, 0.745, 4.198], [0.653, 2.713, 5.629], [2.784, 3.941, 5.392], [4.463, 3.177, 3.758], [4.024, 1.207, 2.353], [2.530, -0.311, -0.492], [4.665, -0.821, -1.626], [6.505, -1.885, -0.366], [6.202, -2.429, 2.020], [4.085, -1.896, 3.154], [-5.421, 0.701, 2.842], [-4.419, 0.438, 2.194], [-4.285, -0.463, 1.010], [-5.120, -0.645, 0.119], [-2.928, -0.986, 1.059], [-2.194, -0.256, 2.041], [-0.976, -0.411, 2.367], [-3.017, 0.889, 2.421], [-2.606, 2.009, 2.730], [-2.461, -1.872, 0.254]], "mulliken_charge": [1.1121, -0.5080, 0.4199, -0.0575, -0.1948, -0.5174, -0.2632, -0.0830, -0.5722, -0.2444, 0.4933, -0.0768, -0.8680, -0.3788, 0.3842, 0.4731, 0.4306, 0.4129, 0.4610, 0.2010, 0.1448, -0.4301, -0.2311, -0.6692, 0.0355, -0.9226, -0.5793, -0.8860, -0.4895, 0.5117, 2.4485, 0.1609, -0.1566, -0.8398, -0.5086, -0.6617, -0.5295, 0.0430, -0.4498, -0.7365, -0.5318, -0.7376, -0.0070, 0.2433, 0.4579, 0.4702, 0.3872, 0.4135, 0.5307, 0.2589, 0.4000, 0.3509, 0.3637, 0.3564, 0.3912, 0.4226, 0.3559, 0.4189, 0.3330, -0.6501, 0.0959, 0.2371, -0.7486, 0.9218, -0.1645, -0.1318, 0.2945, -0.7163, -0.8938], "lumo_ev": 1.98, "energy_ev": -97613.675, "homo_ev": -4.0, "charge": -1, "homo_lumo_gap_ev": 6.025, "e_above_lowest_kcal_mol": 46.9}


> Number 6 is which compound?

C32H24KN3O6PS2